232
Properties=species:S:1:pos:R:3 method="wB97M-V/def2-TZVPD" total_charge=+6 e_tot_ha=-6054.399210 largest_force_ev_per_a=8.7 de_lowest_kcal_mol=0.0
C 0.272 -0.351 -0.336
C 0.291 0.371 -1.680
O -0.381 1.583 -1.766
H 0.654 0.186 0.532
H 0.890 -1.238 -0.479
H -0.723 -0.719 -0.088
H 0.025 -0.293 -2.501
H 1.330 0.627 -1.888
C -2.084 4.074 -3.795
N -1.823 5.063 -2.709
C -2.515 6.227 -2.642
C -2.050 7.299 -1.865
C -0.871 7.143 -1.122
C -0.174 5.862 -1.180
C -0.676 4.858 -1.990
C -0.306 8.246 -0.188
C 0.441 7.959 0.974
C 1.004 8.985 1.722
N 0.573 10.306 1.436
C -0.074 10.670 0.329
C -0.463 9.600 -0.491
C 0.838 11.363 2.384
H -1.876 4.566 -4.745
H -3.158 3.998 -3.627
H -1.498 3.170 -3.630
H -3.354 6.209 -3.322
H -2.556 8.252 -1.886
H 0.769 5.681 -0.685
H -0.207 3.896 -2.132
H 0.590 6.941 1.300
H 1.453 8.817 2.690
H -0.377 11.690 0.144
H -0.980 9.954 -1.370
H 1.705 11.088 2.985
H -0.030 11.317 3.041
H 1.088 12.343 1.978
C 1.816 -4.688 0.751
N 1.317 -5.960 0.304
C 1.239 -6.225 -0.989
C 1.049 -7.544 -1.408
C 0.739 -8.580 -0.562
C 0.770 -8.249 0.819
C 1.102 -6.897 1.246
C 0.383 -9.961 -0.993
C 0.786 -10.546 -2.213
C 0.441 -11.814 -2.545
N -0.317 -12.608 -1.792
C -0.841 -12.088 -0.678
C -0.435 -10.841 -0.271
C -0.732 -13.962 -2.197
H 1.207 -3.926 0.264
H 2.881 -4.682 0.522
H 1.665 -4.533 1.819
H 1.568 -5.469 -1.687
H 1.081 -7.656 -2.481
H 0.634 -9.068 1.509
H 1.265 -6.658 2.286
H 1.502 -9.962 -2.773
H 0.869 -12.218 -3.451
H -1.466 -12.700 -0.044
H -0.888 -10.537 0.661
H -1.182 -13.753 -3.168
H -1.362 -14.379 -1.412
H 0.175 -14.567 -2.191
C 3.443 4.741 5.870
C 4.131 4.074 4.666
C 3.365 2.974 3.912
N 4.246 1.944 3.103
C 3.231 1.227 2.218
C 3.859 -0.047 1.599
C 4.404 -1.049 2.631
C 5.395 -0.280 3.554
C 4.861 0.970 4.225
C 5.278 2.618 2.109
H 3.404 4.102 6.752
H 2.419 5.017 5.619
H 3.976 5.666 6.092
H 5.068 3.623 4.994
H 4.329 4.801 3.878
H 2.692 3.353 3.143
H 2.715 2.336 4.511
H 2.381 0.885 2.809
H 2.723 1.932 1.560
H 3.080 -0.482 0.972
H 4.590 0.172 0.821
H 3.607 -1.572 3.158
H 4.882 -1.789 1.989
H 5.721 -1.066 4.235
H 6.375 -0.038 3.143
H 4.130 0.656 4.970
H 5.602 1.534 4.792
H 6.055 3.103 2.700
H 4.704 3.322 1.506
H 5.637 1.895 1.377
C -4.682 4.394 -0.266
C -3.298 4.147 0.299
C -3.384 3.579 1.681
N -2.269 2.493 1.972
C -0.785 2.992 1.619
C -0.345 4.109 2.679
C -0.406 3.481 4.036
C -1.784 3.092 4.479
C -2.353 2.080 3.511
C -2.410 1.198 1.226
H -5.266 3.474 -0.299
H -4.519 4.699 -1.300
H -5.269 5.194 0.186
H -2.856 5.143 0.271
H -2.778 3.488 -0.396
H -4.356 3.095 1.783
H -3.274 4.299 2.492
H -0.634 3.342 0.598
H -0.112 2.135 1.654
H -0.771 5.102 2.539
H 0.668 4.354 2.361
H 0.122 4.153 4.712
H 0.208 2.583 3.970
H -2.429 3.947 4.680
H -1.710 2.603 5.450
H -3.392 1.794 3.670
H -1.792 1.146 3.557
H -3.426 0.816 1.331
H -1.735 0.402 1.539
H -2.307 1.399 0.160
C 0.190 -1.871 2.978
C -0.473 -2.609 4.100
C -0.832 -4.069 3.716
N -1.308 -4.966 4.889
C -1.312 -6.478 4.398
C -1.792 -7.466 5.548
C -0.946 -7.349 6.855
C -1.083 -5.894 7.273
C -0.557 -4.836 6.247
C -2.806 -4.539 5.257
H 0.389 -0.832 3.241
H -0.565 -1.906 2.192
H 1.132 -2.344 2.699
H -1.397 -2.078 4.328
H 0.102 -2.442 5.011
H 0.109 -4.565 3.478
H -1.575 -4.150 2.923
H -0.329 -6.765 4.024
H -2.052 -6.409 3.602
H -1.806 -8.493 5.183
H -2.864 -7.291 5.643
H 0.104 -7.641 6.830
H -1.398 -7.923 7.664
H -0.496 -5.786 8.185
H -2.075 -5.700 7.681
H 0.496 -5.073 6.100
H -0.626 -3.784 6.525
H -3.072 -3.499 5.449
H -3.190 -5.197 6.036
H -3.345 -4.838 4.358
C 0.244 4.491 -6.966
C 1.060 3.631 -6.022
C 1.994 2.518 -6.701
N 2.512 1.390 -5.650
C 2.842 1.908 -4.238
C 4.110 2.749 -4.094
C 5.327 2.107 -4.765
C 5.025 1.713 -6.261
C 3.859 0.721 -6.185
C 1.533 0.185 -5.490
H -0.387 5.156 -6.375
H -0.335 3.862 -7.642
H 0.997 5.066 -7.505
H 0.349 3.052 -5.433
H 1.736 4.200 -5.383
H 2.894 2.957 -7.132
H 1.498 1.965 -7.499
H 1.903 2.343 -3.896
H 2.976 1.006 -3.641
H 4.044 3.810 -4.332
H 4.309 2.705 -3.023
H 6.101 2.875 -4.757
H 5.718 1.354 -4.081
H 4.757 2.649 -6.751
H 5.906 1.329 -6.776
H 3.622 0.405 -7.201
H 4.023 -0.184 -5.600
H 0.580 0.558 -5.117
H 1.813 -0.520 -4.707
H 1.410 -0.320 -6.448
C -0.379 -3.212 -4.086
C -1.658 -2.716 -3.500
C -2.349 -1.647 -4.379
N -3.728 -1.133 -3.811
C -4.328 -0.102 -4.749
C -5.651 0.514 -4.275
C -5.545 1.144 -2.899
C -4.947 0.200 -1.925
C -3.600 -0.340 -2.464
C -4.773 -2.306 -3.709
H 0.199 -2.315 -4.311
H -0.407 -3.776 -5.018
H 0.267 -3.799 -3.432
H -1.519 -2.431 -2.457
H -2.291 -3.603 -3.497
H -2.556 -2.194 -5.299
H -1.798 -0.737 -4.618
H -3.490 0.580 -4.891
H -4.400 -0.585 -5.724
H -5.905 1.318 -4.966
H -6.440 -0.227 -4.400
H -4.982 2.077 -2.933
H -6.540 1.474 -2.601
H -4.768 0.791 -1.027
H -5.579 -0.645 -1.653
H -2.912 0.501 -2.555
H -3.209 -1.093 -1.780
H -4.367 -3.027 -2.999
H -5.058 -2.788 -4.644
H -5.693 -1.916 -3.272
N 2.624 4.729 0.653
S 3.500 5.950 0.875
O 3.276 7.051 0.007
O 4.781 5.770 1.554
F 2.615 6.382 2.163
S 3.325 4.352 -0.818
O 4.754 4.137 -0.911
O 2.608 4.862 -2.020
F 2.832 2.816 -0.809
N -3.903 -4.221 1.850
S -3.453 -5.402 1.019
O -2.020 -5.593 1.039
O -4.201 -5.727 -0.200
F -3.888 -6.583 1.963
S -3.406 -3.026 0.818
O -4.367 -2.773 -0.285
O -1.974 -2.883 0.538
F -3.711 -1.764 1.876